Here is 2 unconnected molecules or ions with the total composition C3H3NO2 at a distorted geometry from the Open Molecules 2025 dataset. Energies are from the ωB97M-V functional and the def2-TZVPD basis.

The geometry in XYZ format:
```
9
Properties=species:S:1:pos:R:3:forces:R:3
O -0.506059 1.037543 0.976604 0.0 -0.2 -0.1
C -1.161151 -0.030900 0.596355 -0.1 -0.1 -0.1
C -2.494686 -0.440031 0.790771 0.2 0.0 0.0
O -0.786567 -0.926549 -0.173107 -0.1 0.2 0.2
C 2.390883 0.159093 -1.448653 -0.5 0.5 0.7
N 1.850456 0.737879 -0.614298 0.6 -0.5 -0.8
H 0.363497 1.044520 0.514633 0.0 0.0 0.0
H -2.547206 -1.199042 1.584014 0.1 0.1 -0.1
H 2.890834 -0.382512 -2.226320 -0.1 0.1 0.1
```
Forces are in eV/Å.

Output
HOMO ... -9.27 eV
2S+1 ... 1
Molar mass ... 85.06 g/mol
Lowest unoccupied orbital energy ... -0.07 eV
E ... -321.2022 hartree

Here is 9 unconnected molecules or ions with the total composition C38H99N5O12 at a distorted geometry from the Open Molecules 2025 dataset. Energies are from the ωB97M-V functional and the def2-TZVPD basis.

The geometry in XYZ format:
```
154
Properties=species:S:1:pos:R:3:forces:R:3
C -1.156067 4.375133 -2.926941 -0.4 -0.2 0.1
O -0.683931 4.345532 -1.591749 0.0 -0.1 -0.1
C -1.761620 4.666921 -0.706164 1.6 0.4 0.9
C -1.250837 4.628998 0.760592 -1.7 0.3 -0.7
N -0.779519 3.339409 1.226265 0.1 0.4 -1.0
C -0.332986 3.361871 2.608097 -0.1 0.6 -0.6
C 0.531846 2.183639 2.903343 0.0 0.2 1.0
O 1.842772 2.370734 2.392657 0.8 -1.2 0.2
C 2.681576 1.213133 2.677693 0.0 0.5 -0.5
H -0.381091 4.567760 -3.668839 0.3 -0.2 0.4
H -1.895658 5.163768 -3.065339 -0.1 0.1 0.1
H -1.642195 3.417387 -3.112702 -0.1 -0.1 -0.4
H -2.640063 4.040002 -0.859217 0.0 -0.2 -0.1
H -1.960706 5.714900 -0.930214 -0.7 0.1 0.2
H -2.127924 4.890781 1.352453 -0.2 0.0 0.2
H -0.589187 5.483901 0.900091 0.7 -0.1 0.0
H 0.037317 3.160700 0.659738 0.3 -0.4 -0.1
H -1.199613 3.382809 3.268858 -0.1 -0.2 0.1
H 0.225498 4.278513 2.797762 0.3 0.2 0.3
H 0.050077 1.274130 2.544450 0.2 -0.2 0.0
H 0.559565 2.176281 3.992959 0.3 -0.6 0.3
H 2.694667 0.898562 3.721240 -0.5 0.2 0.1
H 3.730378 1.398403 2.445801 -0.1 0.8 -0.2
H 2.429848 0.366828 2.038545 -0.5 -0.1 0.1
C 9.472632 0.373425 -0.543151 0.0 0.3 0.8
O 8.498817 1.393108 -0.873044 -1.1 -0.6 -0.5
C 7.127702 0.942804 -0.927411 0.7 -1.3 -0.1
C 6.954876 -0.014313 -2.109318 -1.1 -0.4 0.1
N 5.725509 0.140338 -2.921592 3.3 -1.2 -1.9
C 5.679109 -0.694829 -4.182934 -1.0 -1.2 1.6
C 5.830687 -2.232516 -3.983892 2.0 0.8 -0.2
O 7.261610 -2.578886 -4.038213 -2.0 1.4 0.0
C 7.457265 -3.939179 -3.781969 1.0 -0.7 0.1
H 9.465233 -0.583985 -1.064108 -0.5 0.2 -0.8
H 9.390618 0.071747 0.501048 -0.2 0.3 0.3
H 10.456104 0.821992 -0.683454 -0.2 0.1 -0.1
H 6.363349 1.705311 -1.077194 0.7 0.8 0.5
H 6.896065 0.321433 -0.062352 -0.1 0.5 0.5
H 7.002888 -1.064259 -1.820525 0.2 -0.1 -0.2
H 7.805929 0.215314 -2.750472 0.1 -0.2 -0.7
H 5.489632 1.106914 -3.095378 -1.2 1.1 0.3
H 6.470002 -0.410563 -4.877040 0.2 0.5 0.2
H 4.699543 -0.557751 -4.640931 0.1 0.4 0.0
H 5.314535 -2.637961 -4.854126 0.0 -0.5 0.2
H 5.410655 -2.580643 -3.040231 -0.3 -0.1 -0.1
H 6.792979 -4.566173 -4.376698 -0.1 -0.1 0.2
H 7.430595 -4.169865 -2.716990 -0.7 0.0 0.2
H 8.489428 -4.185829 -4.030759 0.0 0.1 -0.4
C -6.891361 1.974087 0.412994 -0.4 -0.1 -0.5
O -5.948652 2.265125 1.389576 0.7 0.6 0.5
C -4.649004 1.765017 1.135595 0.0 -0.7 1.8
C -3.846510 1.859077 2.450391 -1.2 0.2 0.5
N -4.378028 0.958249 3.538600 0.4 1.6 0.3
C -4.067851 1.532407 4.884543 -0.5 -0.8 -0.1
C -4.792354 0.762888 6.005430 0.6 -1.1 -1.1
O -6.183105 0.659968 5.796188 -0.4 0.6 -0.5
C -6.853883 -0.206503 6.681819 -0.3 0.6 1.0
H -6.644903 2.445092 -0.538598 0.1 0.1 -0.2
H -7.862142 2.355011 0.730135 0.1 0.0 0.1
H -6.976674 0.899735 0.249961 0.0 -0.2 0.0
H -4.076935 2.281000 0.364494 -0.3 0.2 -0.3
H -4.750789 0.702104 0.916584 0.2 -0.2 -0.5
H -3.915540 2.882119 2.820158 -0.1 0.4 -0.2
H -2.788221 1.705285 2.239514 0.0 -0.5 0.1
H -5.387756 0.957712 3.515479 -0.3 0.0 -0.5
H -4.294406 2.594297 4.980289 -0.2 0.3 -0.3
H -2.998649 1.417446 5.062551 0.1 0.0 0.1
H -4.487357 1.177357 6.966307 -0.4 0.2 0.3
H -4.440377 -0.266749 5.941665 0.6 -0.2 0.3
H -7.906856 0.068477 6.742990 0.0 0.3 -0.3
H -6.464482 -0.033130 7.685013 0.1 -0.2 0.3
H -6.855634 -1.279460 6.489817 0.6 -0.1 -0.6
C -2.736749 -3.048403 1.316368 -0.7 -0.9 -0.4
C -3.625682 -2.086614 2.074560 1.7 -0.7 0.7
C -4.375419 -2.709285 3.241659 -1.1 -0.3 -0.3
O -5.383105 -3.546200 2.684807 0.0 -0.5 -0.8
C -6.222278 -4.156492 3.634359 0.6 0.7 0.7
N -2.674130 -1.103581 2.628615 -1.2 0.0 -0.5
H -1.901770 -3.407294 1.918122 0.0 0.1 0.1
H -2.362501 -2.563826 0.414587 0.2 0.1 0.0
H -3.342802 -3.898332 1.002654 0.1 -0.2 -0.1
H -4.344268 -1.704814 1.349338 -0.3 0.4 0.2
H -4.870176 -1.935128 3.828164 -0.1 0.5 0.1
H -3.778826 -3.264779 3.965264 0.6 -0.2 -0.2
H -5.600829 -4.572652 4.427285 0.0 -0.3 0.2
H -6.857049 -4.946212 3.232476 0.2 0.2 -0.4
H -6.823585 -3.374679 4.098358 -0.5 0.0 0.1
H -3.289563 -0.346660 2.890195 0.1 0.4 0.8
H -2.162681 -0.742623 1.836002 0.5 0.0 -0.2
C -2.142840 0.612322 -1.581876 -0.7 0.1 -1.8
C -0.903589 0.040721 -0.959498 -0.6 0.6 0.2
C 0.382238 0.771611 -1.398639 1.0 0.4 0.1
O 1.568907 0.370988 -0.652349 0.4 -0.3 0.6
C 2.853885 0.871740 -1.112090 -2.3 -0.5 -1.0
N -1.108555 0.232600 0.495848 1.6 -1.0 -1.0
H -2.122145 0.580334 -2.671215 0.5 0.3 -0.3
H -2.389649 1.631622 -1.284898 0.2 0.0 0.2
H -3.019080 -0.019305 -1.435736 0.1 -0.1 0.8
H -0.903727 -1.009194 -1.252390 0.4 -0.2 0.4
H 0.221805 1.828604 -1.186242 -0.1 0.3 -0.2
H 0.652501 0.668454 -2.449556 -0.5 -0.2 -0.4
H 2.946082 0.499881 -2.132547 0.3 -0.1 -0.5
H 3.684159 0.436785 -0.555720 -0.4 0.3 0.5
H 2.846791 1.956976 -1.213649 0.3 0.1 0.6
H -1.281172 1.215525 0.651260 -0.3 0.5 -0.1
H -0.131728 0.148309 0.738387 0.3 -0.3 1.4
C -3.120484 -2.643939 -3.671774 0.3 -0.5 1.0
C -1.847075 -3.021017 -4.439699 -1.2 -0.6 -1.4
C -2.068221 -3.458929 -5.944738 -0.6 -0.4 1.2
O -1.075996 -1.877794 -4.440946 1.3 2.2 -0.1
H -2.859185 -2.379606 -2.647101 0.5 0.0 0.2
H -3.792861 -3.484358 -3.499413 -0.3 0.1 -0.6
H -3.608457 -1.720548 -3.983724 -0.1 -0.4 -0.8
H -1.236358 -3.738854 -3.892126 -0.6 -0.8 -0.1
H -2.495438 -2.651808 -6.539835 0.3 0.3 0.1
H -2.803980 -4.255598 -6.054632 0.0 -0.2 0.3
H -1.164707 -3.851720 -6.411082 0.2 0.3 0.1
H -0.640033 -1.781214 -5.290777 0.0 0.0 0.0
C 0.876281 -1.457427 4.036902 0.5 -1.0 -0.8
C -0.187900 -1.670044 5.049888 -2.2 -0.3 0.4
C -0.882863 -0.405715 5.454103 -0.4 1.8 0.1
O -1.244322 -2.492497 4.487071 1.8 -1.2 1.5
H 1.730794 -0.865064 4.364036 -0.3 0.3 -0.1
H 0.381159 -1.145947 3.117162 0.2 0.8 0.0
H 1.265601 -2.432888 3.745327 0.2 -0.2 0.2
H 0.177625 -2.147597 5.958977 0.1 -0.4 -0.2
H -1.472898 -0.010871 4.627027 0.2 -0.1 -0.4
H -0.221404 0.411281 5.742358 0.4 0.0 0.1
H -1.634038 -0.464574 6.241730 0.2 -0.7 0.3
H -1.737076 -1.963599 3.855370 -0.5 0.8 -0.8
C 1.146607 -3.303358 -0.313097 -1.0 1.4 -0.5
C 0.830162 -3.842420 -1.745409 1.5 0.7 2.4
C 1.506171 -3.052115 -2.813607 0.1 0.9 -0.8
O 1.389910 -5.128842 -1.654601 -0.5 -1.5 -1.2
H 0.779286 -2.293265 -0.131762 -0.2 0.1 -0.1
H 2.220782 -3.189632 -0.167085 0.2 -0.4 -0.1
H 0.715086 -3.924924 0.471472 0.1 -0.2 -0.2
H -0.239254 -3.806124 -1.953130 -0.1 -0.8 0.3
H 1.012890 -2.084223 -2.902773 0.1 0.2 0.0
H 1.429852 -3.502021 -3.803489 -0.1 -0.3 0.0
H 2.569116 -2.911669 -2.617341 0.1 0.0 0.2
H 2.133912 -5.092053 -1.049040 -0.1 0.0 0.0
C 2.604227 4.073051 -3.619091 0.5 0.2 -0.6
C 3.582613 2.974339 -4.035079 -1.7 1.0 -1.7
C 4.091542 3.063617 -5.465817 0.8 0.6 -0.5
O 4.606345 2.899369 -3.091637 1.0 -1.3 0.8
H 2.141926 3.747773 -2.687124 -0.3 0.5 -0.1
H 1.900915 4.329883 -4.411238 -0.4 -0.6 0.1
H 3.114496 5.031480 -3.523405 0.3 0.0 0.5
H 2.968196 2.077805 -4.117688 0.4 -0.6 1.2
H 3.441132 2.519443 -6.150610 0.1 0.1 0.0
H 5.111011 2.686207 -5.545364 0.0 -0.7 0.1
H 4.252354 4.062316 -5.871808 -0.5 0.4 0.2
H 5.143653 3.692955 -3.147430 0.0 0.3 0.0
```
Forces are in eV/Å.

Output
HOMO (alpha / beta) ... -10.14 / -10.14 eV
2S+1 ... 2
<S²> ... 0.75
Net charge ... +1
Molar mass ... 818.23 g/mol
Lowest unoccupied orbital energy (alpha / beta) ... -2.34 / -7.25 eV
E ... -2683.3200 hartree

Here is a single C9H11NOS molecule at a distorted geometry from the Open Molecules 2025 dataset. Energies are from the ωB97M-V functional and the def2-TZVPD basis.

The geometry in XYZ format:
```
23
Properties=species:S:1:pos:R:3:forces:R:3
C -2.275812 -1.076048 0.452412 -0.1 -0.2 0.0
C -1.192899 -0.166587 0.205093 -0.5 0.1 -0.2
C -1.608334 1.021998 -0.296956 1.5 1.1 0.2
C -3.481761 -0.526851 0.168952 -0.2 0.0 0.1
C 1.381540 1.582057 0.498472 0.6 1.8 0.4
C 0.216040 -0.593353 0.506934 -0.2 0.1 0.2
C 1.358127 0.277815 -0.089255 -0.7 -1.1 -0.7
C 1.145189 0.476222 -1.599715 0.0 0.3 0.0
C 2.704867 -0.431905 0.174604 0.1 0.4 0.3
N 1.965894 2.557744 0.890005 -1.4 -1.5 -0.4
O -4.725133 -1.074109 0.277125 -0.1 0.0 0.0
S -3.327082 1.099364 -0.429904 0.6 -0.5 0.3
H -2.138141 -2.072111 0.840068 -0.1 -0.3 0.1
H 0.349756 -0.638026 1.594115 0.1 -0.1 0.0
H 0.360668 -1.607355 0.122336 0.2 0.0 0.0
H 0.170639 0.932060 -1.755961 0.0 0.0 -0.1
H 1.172563 -0.488241 -2.094210 0.0 -0.2 0.0
H 1.918108 1.116906 -2.017386 0.2 0.0 -0.1
H 3.520406 0.143296 -0.255482 0.1 0.0 0.0
H 2.687873 -1.417768 -0.283805 -0.1 0.0 -0.1
H 2.880334 -0.543964 1.242290 0.0 0.0 0.1
H 1.557709 3.407801 1.256479 0.1 0.1 0.0
H -4.640559 -1.978935 0.593783 0.0 0.0 0.0
```
Forces are in eV/Å.

Output
HOMO (alpha / beta) ... -6.98 / -6.98 eV
2S+1 ... 1
Molar mass ... 181.26 g/mol
Lowest unoccupied orbital energy (alpha / beta) ... -1.14 / -1.14 eV
E ... -877.5451 hartree

Here is a molecular structure, C19H23FeN2O at a distorted geometry from the Open Molecules 2025 dataset. Energies are from the ωB97M-V functional and the def2-TZVPD basis.

The geometry in XYZ format:
```
46
Properties=species:S:1:pos:R:3:forces:R:3
C 3.316132 -6.020078 -0.449306 0.1 0.6 -0.6
O 3.334611 -5.107296 -1.566896 0.3 -0.7 0.5
C 3.199655 -3.777386 -1.318846 -0.4 0.8 0.5
C 2.982310 -2.948730 -2.444706 0.2 -0.6 0.6
C 2.567444 -1.647603 -2.258576 -0.1 0.0 0.4
C 2.367978 -1.135910 -0.958499 -0.5 0.6 0.2
C 1.566128 0.109894 -0.786416 5.4 2.3 -0.8
C 2.015269 1.110038 0.241948 0.5 -1.3 2.0
C 2.982679 2.188969 0.081578 0.3 -0.7 1.2
C 2.960344 3.003737 1.279474 1.6 -1.3 0.5
C 1.998858 2.430318 2.198819 0.7 -1.0 -0.4
C 1.424452 1.259152 1.572300 2.2 -1.9 0.1
Fe 1.154946 2.866442 0.458579 1.2 1.0 -0.1
C -0.343307 2.773075 -0.843910 -1.9 1.6 0.3
C 0.694750 3.697202 -1.269458 -1.0 0.7 0.6
C 0.869030 4.687329 -0.221467 -1.8 1.3 -0.7
C -0.053359 4.370289 0.854667 -0.8 0.4 -1.4
C -0.798891 3.187445 0.473807 -1.3 1.3 -2.2
C 2.773522 -1.898506 0.147029 -0.1 0.0 -0.3
C 3.178204 -3.217892 -0.017166 0.1 -0.5 -0.8
H 3.381726 -7.003146 -0.915178 0.0 0.0 0.2
H 4.179338 -5.850209 0.208809 -0.2 -0.1 -0.1
H 2.383125 -5.931644 0.126030 0.2 0.1 -0.2
H 3.080761 -3.382700 -3.437068 0.0 0.1 0.2
H 2.357087 -1.013730 -3.122708 0.0 -0.2 0.3
H 1.431214 0.613631 -1.751693 -0.1 -0.1 0.2
H 3.645491 2.294323 -0.775426 -0.4 0.2 0.1
H 3.615075 3.847059 1.486664 -0.3 -0.1 -0.1
H 1.795901 2.763976 3.213348 -0.1 0.1 -0.4
H 0.731278 0.550799 2.023379 0.0 0.4 -0.2
H -0.798284 1.988874 -1.445143 0.4 0.0 0.3
H 1.181874 3.697694 -2.242466 0.0 -0.2 0.4
H 1.514928 5.561033 -0.272225 -0.1 -0.3 0.1
H -0.221638 4.964435 1.749842 0.3 -0.3 -0.1
H -1.627301 2.745740 1.023330 0.4 0.0 0.0
H 2.720443 -1.470986 1.149712 -0.1 -0.1 -0.3
H 3.421618 -3.832382 0.852124 -0.1 0.2 -0.3
C -2.556240 -1.034999 -1.485790 -0.2 0.5 0.2
N -1.507118 -0.111554 -1.052821 -0.7 0.7 -0.6
N -0.335087 -0.833940 -0.795053 -3.4 -2.8 0.6
H -3.174010 -0.525180 -2.226560 -0.1 -0.2 0.0
H -2.084897 -1.913424 -1.934143 -0.2 0.1 0.0
H -3.178988 -1.342720 -0.635844 0.0 -0.2 -0.2
H -1.775260 0.385706 -0.202307 0.0 -0.4 -0.1
H -0.040020 -1.222200 -1.695218 0.3 0.3 0.4
H 0.381000 -0.190227 -0.338891 0.2 -0.2 0.1
```
Forces are in eV/Å.

Output
HOMO (alpha / beta) ... 1.10 / -4.70 eV
2S+1 ... 5
<S²> ... 6.04
Net charge ... -1
Molar mass ... 351.25 g/mol
Lowest unoccupied orbital energy (alpha / beta) ... 2.77 / 2.39 eV
E ... -2185.9009 hartree